This record from the Open Molecules 2025 dataset describes C36H78AsF6N2O12S6 as an isolated structure at a distorted geometry. The level of theory is ωB97M-V with the def2-TZVPD basis set.

Geometry as XYZ:
```
141
Properties=species:S:1:pos:R:3:forces:R:3:mulliken_spin:R:1
As -8.69888 -6.82692 -4.42656 1.58 -0.14 0.08 0.00
F -9.08241 -5.12864 -4.10027 0.51 -1.32 -0.12 0.00
F -8.40134 -6.33375 -6.17326 -0.45 -0.83 1.71 0.00
F -8.36184 -8.57221 -4.79737 -0.33 2.05 0.43 0.00
F -8.89633 -7.23391 -2.60727 0.34 0.72 -2.97 0.00
F -10.39045 -7.10223 -4.75438 0.69 -0.10 0.17 0.00
F -6.85561 -6.54814 -4.24494 -2.36 -0.37 0.20 0.00
C -1.87657 -4.44292 -9.26515 -0.21 -0.24 0.51 0.02
C -2.46679 -5.66090 -8.55785 1.63 0.69 0.97 0.00
N -3.18720 -5.31435 -7.30959 -2.94 -1.77 -2.29 0.76
C -4.28154 -4.34009 -7.44620 0.51 1.66 0.70 -0.01
C -5.29065 -4.61665 -8.61938 0.82 -1.03 0.73 0.08
C -3.59233 -6.45648 -6.46693 1.13 0.94 0.66 0.03
C -3.82513 -6.02594 -5.02371 -0.24 -0.46 0.53 0.05
H -2.68190 -3.84382 -9.69014 0.40 0.06 -0.39 0.00
H -1.13362 -4.81311 -9.97161 -0.40 0.21 -0.40 0.00
H -1.30620 -3.83411 -8.56363 -0.14 0.05 0.12 0.00
H -3.07644 -6.26544 -9.22939 -0.51 0.01 0.25 0.04
H -1.63605 -6.29900 -8.25654 -0.09 -0.19 0.13 0.01
H -4.68803 -4.19584 -6.44517 -0.72 -0.75 -0.24 0.00
H -3.82950 -3.35052 -7.51332 0.35 0.13 -0.88 0.02
H -4.73094 -4.90928 -9.50774 -0.13 0.43 -0.13 0.00
H -5.86817 -5.50197 -8.35335 -0.25 0.09 0.10 0.00
H -5.97480 -3.79505 -8.83157 0.35 0.07 0.26 0.00
H -2.81611 -7.21799 -6.54248 0.07 0.09 0.12 0.00
H -4.51039 -6.91465 -6.83483 -0.30 0.30 -0.49 0.02
H -3.00426 -5.46514 -4.57674 0.33 -0.48 -0.10 0.00
H -3.99870 -6.99327 -4.55229 0.27 0.20 0.64 -0.01
H -4.71722 -5.45069 -4.77598 -0.22 -0.14 -0.65 0.00
C -9.17971 -2.76611 2.53349 0.03 0.28 0.58 0.00
C -8.46667 -2.36223 1.27541 -0.22 -0.94 -1.29 0.00
N -9.36660 -2.32819 0.10963 -0.43 0.70 0.41 0.00
C -8.74009 -2.28764 -1.21251 0.21 -0.75 0.89 0.00
C -8.44020 -3.75129 -1.56515 0.17 0.30 -0.74 0.00
C -10.41630 -1.33081 0.30313 0.30 0.23 0.45 0.00
C -9.91354 0.14393 0.37692 -1.13 -0.62 0.03 0.00
H -8.38876 -3.06545 3.22116 -0.28 0.08 0.43 0.00
H -9.88680 -3.58987 2.43583 0.18 -0.11 -0.34 0.00
H -9.74231 -1.92046 2.92904 0.11 -0.05 0.34 0.00
H -7.91759 -1.43626 1.44621 0.03 0.39 -0.08 0.00
H -7.70601 -3.11868 1.08232 0.08 -0.04 -0.23 0.00
H -9.44723 -1.76433 -1.85609 0.04 -0.39 -0.40 0.00
H -7.81903 -1.70512 -1.23263 0.27 0.26 0.11 0.00
H -7.95136 -4.25704 -0.73248 -0.34 0.03 0.20 0.00
H -9.35944 -4.25967 -1.85608 0.16 -0.15 0.26 0.00
H -7.74604 -3.89582 -2.39301 -0.05 0.30 -0.24 0.00
H -10.95575 -1.65279 1.19387 0.18 0.50 0.48 0.00
H -11.23723 -1.42388 -0.40787 0.44 0.00 -0.76 0.00
H -10.81142 0.75879 0.43903 0.04 0.25 0.00 0.00
H -9.39356 0.43005 -0.53733 0.15 -0.07 0.07 0.00
H -9.31440 0.37182 1.25851 0.14 -0.17 -0.11 0.00
C -11.23345 -10.12272 -8.66262 -0.18 -1.37 -1.52 0.00
C -10.39454 -9.46881 -7.63601 0.30 2.08 0.70 0.00
C -8.93706 -9.20555 -8.15040 -0.16 -1.67 0.40 0.00
S -8.74904 -10.18294 -9.72128 -1.36 0.77 1.58 0.00
O -7.55459 -11.02887 -9.65976 -1.12 0.82 -0.50 0.00
O -9.03110 -9.24919 -10.80349 0.65 -0.86 0.12 0.00
C -10.31549 -11.13341 -9.35158 1.52 -0.36 -0.35 0.00
H -11.62374 -9.39057 -9.36954 0.04 -0.11 -0.15 0.00
H -12.08370 -10.62380 -8.19992 -0.06 -0.07 -0.10 0.00
H -10.40068 -10.00662 -6.68794 0.47 -0.28 -0.20 0.00
H -10.93435 -8.55036 -7.40546 0.46 0.40 0.19 0.00
H -8.33290 -9.75651 -7.42960 0.43 0.26 -0.08 0.00
H -8.56225 -8.18862 -8.26646 -0.41 -0.07 -0.10 0.00
H -9.92769 -11.87310 -8.65116 -0.13 -0.03 0.40 0.00
H -10.57255 -11.72454 -10.23054 -0.45 0.55 -0.19 0.00
C -5.92500 -8.25339 -1.18487 1.34 0.67 0.61 0.00
C -4.56008 -9.04407 -1.20618 -0.80 0.73 -1.80 0.00
C -4.76920 -10.34061 -0.51546 -0.31 -0.95 0.79 0.00
S -6.56156 -10.73686 -0.40339 -0.80 0.11 -0.16 0.00
O -7.01492 -10.64302 1.00583 0.77 0.26 -2.10 0.00
O -6.85386 -11.94616 -1.15741 0.25 1.07 1.23 0.00
C -7.06690 -9.21864 -1.42117 0.55 -1.34 0.67 0.00
H -5.94248 -7.43803 -1.90804 0.02 -0.11 -0.15 0.00
H -5.81692 -7.77499 -0.21145 -1.15 0.05 0.29 0.00
H -3.70070 -8.50015 -0.81413 -0.35 0.27 0.38 0.00
H -4.25829 -9.24493 -2.23413 -0.17 -0.10 -0.27 0.00
H -4.43306 -10.26689 0.51879 0.11 -0.51 -0.05 0.00
H -4.33266 -11.14480 -1.10775 0.06 -0.25 0.53 0.00
H -8.11850 -8.99893 -1.23683 0.39 0.44 0.50 0.00
H -7.02485 -9.51053 -2.47051 0.05 -0.45 -0.01 0.00
C -11.04399 -2.96806 -5.94243 -0.41 1.50 0.00 0.00
C -12.37417 -2.15266 -5.76328 -0.64 0.19 -0.47 0.00
C -13.33032 -2.40584 -6.97781 0.46 -1.51 0.15 0.00
S -12.35845 -3.42661 -8.20208 -1.75 -1.10 -0.22 0.00
O -11.63738 -2.48670 -9.08694 -0.73 -1.58 1.36 0.00
O -13.24914 -4.49269 -8.77713 2.14 2.28 0.97 0.00
C -11.26901 -4.13406 -6.87700 0.15 0.39 -0.15 0.00
H -10.65242 -3.34287 -4.99676 -0.05 0.20 0.01 0.00
H -10.36382 -2.21790 -6.34583 0.49 -0.45 -0.15 0.00
H -12.26410 -1.07396 -5.65193 0.68 -0.09 0.01 0.00
H -12.88146 -2.45596 -4.84744 -0.11 -0.14 -0.09 0.00
H -13.84042 -1.65667 -7.58332 0.61 0.57 0.36 0.00
H -14.12784 -3.01710 -6.55542 -0.03 -0.44 -0.62 0.00
H -10.33308 -4.57458 -7.22061 -0.12 0.21 -0.47 0.00
H -11.75843 -4.91566 -6.29591 -0.60 -0.10 -0.54 0.00
C -12.08294 -5.96053 -0.90129 -0.47 -0.30 0.67 0.00
C -12.39016 -6.05701 -2.36135 0.95 -0.06 -0.96 0.00
C -13.49816 -5.07963 -2.70339 -0.15 0.82 -0.67 0.00
S -13.54014 -3.73835 -1.35274 -0.03 -0.25 -1.43 0.00
O -14.76199 -3.92323 -0.58045 1.03 0.06 -0.21 0.00
O -13.28113 -2.38441 -1.90712 -0.02 -2.26 0.84 0.00
C -12.05991 -4.49420 -0.51135 -0.85 0.77 -0.05 0.00
H -11.15535 -6.49022 -0.68428 0.05 0.23 0.20 0.00
H -12.90692 -6.51010 -0.44616 0.07 0.22 0.79 0.00
H -12.55662 -7.10241 -2.62121 -0.64 0.06 -0.05 0.00
H -11.47990 -5.85442 -2.92570 -0.03 0.49 -0.11 0.00
H -14.47037 -5.53472 -2.89264 -0.16 0.11 0.77 0.00
H -13.28747 -4.57277 -3.64510 0.17 0.30 0.11 0.00
H -12.20465 -4.24712 0.54036 0.18 -0.20 0.02 0.00
H -11.18411 -3.97540 -0.90114 -0.05 0.05 0.10 0.00
C -11.85154 -12.61414 -5.35787 1.31 -1.09 -0.80 0.00
C -12.00386 -11.48932 -4.42205 -1.05 1.95 2.06 0.00
C -10.68087 -10.89479 -3.83381 -0.72 -0.73 -1.36 0.00
S -9.40132 -12.12021 -4.36411 -0.84 1.20 2.34 0.00
O -8.71693 -12.45901 -3.13869 0.00 -0.48 -1.09 0.00
O -8.66818 -11.62603 -5.52585 -0.77 -0.72 0.35 0.00
C -10.62839 -13.41268 -4.83131 0.57 0.30 -1.03 0.00
H -11.71386 -12.14560 -6.33236 0.41 -0.60 -0.36 0.00
H -12.73377 -13.25235 -5.40743 0.02 0.08 0.01 0.00
H -12.57675 -11.79024 -3.54492 -0.11 -0.27 0.02 0.00
H -12.62519 -10.71019 -4.86364 0.11 0.17 -0.11 0.00
H -10.81189 -10.88574 -2.75175 0.76 -0.10 -0.12 0.00
H -10.46227 -9.89172 -4.20008 0.24 -0.16 -0.08 0.00
H -10.92282 -14.07977 -4.02112 0.27 0.54 0.47 0.00
H -10.03477 -14.03383 -5.50204 -0.42 0.00 -0.52 0.00
C -5.41439 -10.14149 -6.65841 0.26 0.14 1.21 0.00
C -5.68954 -11.59616 -7.02853 0.62 -1.74 0.39 0.00
C -4.85914 -12.54673 -6.05335 -0.15 2.16 -0.19 0.00
S -4.86685 -11.64072 -4.45010 -1.58 0.04 -0.05 0.00
O -3.52353 -11.46770 -3.92262 -0.34 0.02 -0.26 0.00
O -5.92343 -12.21379 -3.62330 1.50 0.47 -0.85 0.00
C -5.53803 -10.02576 -5.11631 -0.59 -1.52 -0.63 0.00
H -6.16367 -9.50335 -7.12688 0.27 0.19 -0.10 0.00
H -4.39747 -9.80648 -6.86273 0.08 -0.15 -0.79 0.00
H -5.36479 -11.87444 -8.03113 0.00 0.40 -0.12 0.00
H -6.74758 -11.85718 -7.00563 0.00 0.33 0.32 0.00
H -3.83891 -12.47732 -6.43071 0.14 -0.48 0.29 0.00
H -5.21215 -13.56406 -5.88448 -0.02 0.25 -0.11 0.00
H -5.10748 -9.15471 -4.62237 0.05 -0.19 -0.09 0.00
H -6.61010 -10.12175 -4.94444 0.08 0.18 0.63 0.00
```
Forces are in eV/Å.

Kohn-Sham gap (alpha / beta) ... 7.4 / 2.9 eV
Energy relative to the best compared isomer or geometry (same formula, charge and spin) ... 0.0 kJ/mol
Lowest unoccupied orbital energy (alpha / beta) ... -0.692 / -5.226 eV
DFT total energy ... -7654.792769 a.u.
Multiplicity ... 2